(1)
Entry from the OMol25 dataset: a structure of composition C15H27CdN2OS3Si in a non-equilibrium geometry (the ωB97M-V functional and the def2-TZVPD basis).

Positions of all 50 atoms, in Å:
Cd: -0.22484 0.43116 0.01547
C: -3.31861 1.31572 2.15218
C: -3.16320 -0.17859 2.44183
S: -1.55283 -0.95872 2.14983
C: -0.61461 -0.47149 3.61220
C: -0.31908 1.01849 3.80524
S: 0.45376 1.81703 2.36696
C: -0.67977 3.23993 2.06225
C: -1.58004 3.21212 0.84111
S: -2.60854 1.83859 0.53773
H: -4.38898 1.54072 2.18450
H: -2.84349 1.91525 2.92528
H: -3.45068 -0.40138 3.47363
H: -3.84063 -0.74506 1.80013
H: -1.13590 -0.85832 4.49195
H: 0.32071 -1.02655 3.51968
H: -1.22415 1.55840 4.07672
H: 0.36695 1.10226 4.65090
H: -1.18248 3.42396 3.02593
H: 0.00788 4.07527 1.90788
H: -2.19503 4.12105 0.85601
H: -0.43643 2.87633 -0.37278
C: -2.74955 -1.14435 -2.62508
C: -1.41182 -1.82430 -2.50164
C: -1.07593 -2.90114 -3.29755
C: 0.19549 -3.48218 -3.11221
C: 1.06146 -2.97273 -2.18649
C: 0.67554 -1.82056 -1.40804
N: -0.56554 -1.32017 -1.59854
N: 1.43513 -1.21293 -0.48363
Si: 2.83188 -0.38575 -1.06218
C: 2.44753 0.50394 -2.66359
C: 3.38310 0.87816 0.19765
C: 4.28405 -1.57068 -1.37501
H: -3.56555 -1.86048 -2.51196
H: -2.84984 -0.67796 -3.60671
H: -2.84413 -0.36494 -1.87037
H: -1.77632 -3.28353 -4.02775
H: 0.48750 -4.34403 -3.70243
H: 2.03180 -3.41769 -2.01689
H: 1.63881 1.21919 -2.45947
H: 2.13732 -0.18671 -3.45234
H: 3.31445 1.06525 -3.02279
H: 2.60573 1.64207 0.27417
H: 4.30243 1.36602 -0.13960
H: 3.56620 0.44042 1.18166
H: 4.05381 -2.28238 -2.17105
H: 4.52086 -2.13882 -0.47094
H: 5.18077 -1.02091 -1.67797
O: 0.29483 2.25100 -0.73387

Forces on atoms 1 to 2 (eV/Å):
Cd 0.0 -0.5 -0.2
C -0.2 -0.3 -0.1

Values from the calculation:
E_HOMO (eV): -3.00
Total charge: -1
Electronic energy (Eh): -2424.3644
ΔE to the lowest compared entry with this formula, charge and spin (kJ/mol): 0.0

How positive or negative is each atom? The Mulliken charges in e answer that:
1. Cd 0.9388
2. C -0.6687
3. C -0.8616
4. S -0.0668
5. C -0.8405
6. C -0.7415
7. S 0.0225
8. C -0.7657
9. C -1.1327
10. S -0.2342
11. H 0.4735
12. H 0.1915
13. H 0.4540
14. H 0.3975
15. H 0.4895
16. H 0.3338
17. H 0.3506
18. H 0.4581
19. H 0.4890
20. H 0.3973
21. H 0.4784
22. H 0.3354
23. C -1.0874
24. C 0.3378
25. C -0.6997
26. C -0.3164
27. C -0.8188
28. C 0.3823
29. N 0.1520
30. N -0.5080
31. Si 0.4808
32. C -0.9362
33. C -0.9120
34. C -1.1922
35. H 0.3363
36. H 0.2880
37. H 0.0633
38. H 0.3909
39. H 0.3975
40. H 0.5123
41. H 0.2124
42. H 0.2735
43. H 0.3713
44. H 0.1746
45. H 0.3296
46. H 0.2591
47. H 0.2979
48. H 0.3025
49. H 0.2907
50. O -0.8801

***

(2)
Entry from the OMol25 dataset: an isolated molecule of C2H4N4O2 in a non-equilibrium geometry (the ωB97M-V functional and the def2-TZVPD basis).

Positions of all 12 atoms, in Å:
C: -1.73595 0.52136 0.53679
C: 1.12862 -0.71854 -0.82755
H: -2.62995 1.32090 0.54977
H: -1.34427 0.60491 1.59494
H: -1.95042 -0.44292 0.17226
H: 0.10445 0.33719 -2.21563
N: 0.60839 0.12214 0.06341
N: 1.39761 0.19276 1.30634
N: 2.17371 -0.88066 1.16177
N: 0.75046 -0.61484 -2.07607
O: -0.38388 1.12928 -0.15814
O: 1.88123 -1.57159 -0.10789

Forces on atoms 1 to 2 (eV/Å):
C 1.5 4.5 2.0
C -2.5 1.0 -3.9

Values from the calculation:
E_HOMO (eV): -9.42
Electronic energy (Eh): -447.8672
SMILES string: [H]/N=c1/onnn1OC
ΔE to the lowest compared entry with this formula, charge and spin (kJ/mol): 617.4

How positive or negative is each atom? The Mulliken charges in e answer that:
1. C -0.4617
2. C 0.5151
3. H 0.2577
4. H 0.2603
5. H 0.2671
6. H 0.2983
7. N 0.4138
8. N -0.1822
9. N -0.0010
10. N -0.7168
11. O -0.4146
12. O -0.2359

***

(3)
Entry from the OMol25 dataset: the ion C8H14N with charge +1 in a non-equilibrium geometry (the ωB97M-V functional and the def2-TZVPD basis).

Positions of all 23 atoms, in Å:
C: -0.14548 -2.80218 -0.77592
C: 0.47787 -0.75008 0.90623
C: 0.22912 -1.92341 0.36158
C: -0.94597 0.83213 -0.22380
C: 0.27845 -3.37189 0.59654
C: -1.50073 2.21740 -0.05178
C: 1.52919 1.46808 0.64502
C: 0.12899 0.65692 -1.19813
N: 0.48493 0.59739 0.19566
H: 0.37444 -2.83693 -1.63944
H: 0.65770 -0.67825 1.99069
H: 1.17409 -3.92613 0.71203
H: -1.19617 -2.75606 -1.12030
H: -0.29799 -3.96834 1.17624
H: -2.10216 2.26003 -0.84734
H: -0.70420 3.01126 -0.28050
H: -1.88742 2.30086 0.91782
H: 1.80507 2.00326 -0.19255
H: 1.03871 2.06476 1.42296
H: 2.38475 0.89633 0.92071
H: 0.34464 1.53640 -1.66456
H: 0.18534 -0.24559 -1.84886
H: -1.66393 0.08291 -0.13930

Forces on atoms 1 to 2 (eV/Å):
C -2.3 0.6 2.5
C 0.6 -0.2 0.1

Values from the calculation:
E_HOMO (eV): -13.91
Total charge: +1
Electronic energy (Eh): -367.5641
SMILES string: C[C@H]1C[N@+]1(C)C=C1CC1
ΔE to the lowest compared entry with this formula, charge and spin (kJ/mol): 303.9

How positive or negative is each atom? The Mulliken charges in e answer that:
1. C -0.6932
2. C -0.6408
3. C 0.4770
4. C 0.3378
5. C -0.7256
6. C -1.6909
7. C -0.9994
8. C -0.5686
9. N 0.4586
10. H 0.3558
11. H 0.4590
12. H 0.2699
13. H 0.2622
14. H 0.3037
15. H 0.5098
16. H 0.2998
17. H 0.3907
18. H 0.3719
19. H 0.3667
20. H 0.4182
21. H 0.3820
22. H 0.1557
23. H 0.4995

***

(4)
Entry from the OMol25 dataset: a structure of composition C38H40N6O4PtSSi (the ωB97M-V functional and the def2-TZVPD basis).

Positions of all 91 atoms, in Å:
Pt: -0.42122 0.22764 0.11021
N: -2.60326 0.63793 -3.79067
C: -1.67248 0.47410 -2.86463
N: -1.92597 0.39906 -1.58384
C: -3.23699 0.43196 -1.14336
N: -3.53828 0.23748 0.09973
N: -2.44558 -0.10403 0.84782
C: -2.62320 -0.78739 1.91221
C: -1.44366 -1.28434 2.61484
C: -1.52784 -2.01279 3.78626
C: -0.35569 -2.53848 4.31953
C: 0.83563 -2.33581 3.64884
C: 0.83552 -1.58617 2.47774
N: -0.27362 -1.05193 1.99146
C: -4.29373 0.68695 -2.11190
C: -5.63547 0.82222 -1.73975
C: -6.59309 1.04282 -2.70344
C: -6.23236 1.12577 -4.05195
C: -4.91508 0.99346 -4.43914
C: -3.95396 0.77647 -3.45841
H: -2.32595 0.64246 -4.76276
H: -0.65332 0.37416 -3.20758
H: -3.62972 -1.03866 2.23310
H: -2.48519 -2.17872 4.25719
H: -0.38264 -3.11593 5.23268
H: 1.76193 -2.75517 4.01141
H: 1.73257 -1.42528 1.90347
H: -5.89956 0.74409 -0.69587
H: -7.63017 1.14616 -2.41956
H: -6.99140 1.29333 -4.80109
H: -4.63282 1.05287 -5.48066
C: -1.39810 3.01527 1.80888
Si: -0.93557 3.53860 0.07780
C: -2.41739 3.62126 -1.05674
C: -0.14339 5.21931 0.17072
N: 0.12315 2.19603 -0.58590
C: 1.17623 2.29050 -1.40886
C: 1.65049 1.15996 -2.14461
C: 2.69987 1.27185 -3.01975
C: 3.35795 2.49278 -3.18011
C: 2.95412 3.60380 -2.43761
C: 1.89047 3.51710 -1.57611
H: -2.35237 3.48186 2.05949
H: -0.65926 3.36084 2.53349
H: -1.52875 1.94121 1.95112
H: -2.84597 4.62062 -0.97729
H: -3.19570 2.91772 -0.77049
H: -2.16401 3.46227 -2.10457
H: -0.89420 5.86221 0.63517
H: 0.08294 5.65337 -0.80061
H: 0.74387 5.25740 0.80072
H: 1.19378 0.19045 -2.00775
H: 3.02399 0.40449 -3.57538
H: 4.18744 2.57510 -3.86674
H: 3.48450 4.53966 -2.53841
H: 1.61134 4.37647 -0.98986
C: 4.46437 0.72269 0.98085
C: 3.06592 0.85557 1.51036
O: 2.11843 0.72284 0.74633
C: 2.83938 1.14463 2.94575
C: 1.56315 1.52389 3.36717
C: 1.31707 1.79120 4.69991
C: 2.34565 1.67197 5.62855
C: 3.61777 1.29850 5.22077
C: 3.86941 1.04382 3.88157
H: 4.42610 0.57965 -0.09589
H: 4.96269 -0.13340 1.43768
H: 5.05556 1.60508 1.22420
H: 0.77117 1.61677 2.62982
H: 0.33110 2.09733 5.02172
H: 2.15639 1.88034 6.67187
H: 4.41607 1.21396 5.94375
H: 4.86532 0.76047 3.57618
C: 2.47610 -7.75977 -1.12569
C: 1.82493 -6.41208 -1.17746
C: 2.47969 -5.32605 -1.75780
C: 1.86564 -4.09056 -1.84102
C: 0.57985 -3.93716 -1.33342
C: -0.08787 -4.99599 -0.73831
C: 0.53977 -6.22621 -0.67330
S: -0.17908 -2.37037 -1.41996
O: -1.48795 -2.44037 -0.80766
O: -0.10602 -1.84819 -2.76554
O: 0.72633 -1.47710 -0.52807
H: 3.55677 -7.68003 -1.21603
H: 2.11952 -8.38555 -1.94409
H: 2.24164 -8.27386 -0.19488
H: 3.47558 -5.45595 -2.15860
H: 2.36963 -3.25912 -2.31352
H: -1.08755 -4.85799 -0.35495
H: 0.01866 -7.06328 -0.22880

Forces on atoms 1 to 2 (eV/Å):
Pt 0.2 0.4 0.5
N 0.1 0.0 0.0

Values from the calculation:
2S+1: 5
E_HOMO (spin up / spin down) (eV): -13.28 / -13.30
Total charge: +2
Electronic energy (Eh): -2908.0034
ΔE to the lowest compared entry with this formula, charge and spin (kJ/mol): 7.0

How positive or negative is each atom? The Mulliken charges in e answer that:
1. Pt 3.9161
2. N 0.2295
3. C -0.9665
4. N 0.1299
5. C -0.4234
6. N -1.4788
7. N 0.8013
8. C -0.6622
9. C 0.8839
10. C -1.0721
11. C -0.5505
12. C -1.2059
13. C -0.6089
14. N 0.1652
15. C 1.0396
16. C -0.3449
17. C -0.8811
18. C -0.4805
19. C -1.0279
20. C 0.2016
21. H 0.3546
22. H 0.6826
23. H 0.5131
24. H 0.5620
25. H 0.4775
26. H 0.5342
27. H 0.8185
28. H 0.5215
29. H 0.4611
30. H 0.4384
31. H 0.4623
32. C -0.9897
33. Si 0.2616
34. C -0.9814
35. C -1.5337
36. N -0.3301
37. C 1.0844
38. C -0.5280
39. C -1.2293
40. C -0.6397
41. C -0.9208
42. C -0.7224
43. H 0.5516
44. H 0.2379
45. H 0.2021
46. H 0.5862
47. H 0.1708
48. H 0.2851
49. H 0.4228
50. H 0.4326
51. H 0.4023
52. H 1.0546
53. H 0.5372
54. H 0.4680
55. H 0.5022
56. H 0.3503
57. C -1.8153
58. C 0.4558
59. O 0.0267
60. C 0.5499
61. C 0.8367
62. C -0.5265
63. C -0.5983
64. C -0.8204
65. C -0.7203
66. H 0.3070
67. H 0.4161
68. H 0.4120
69. H -0.3338
70. H 0.4749
71. H 0.4467
72. H 0.4435
73. H 0.4501
74. C -1.4891
75. C 0.9443
76. C -0.8659
77. C -0.6863
78. C -0.2613
79. C -0.3238
80. C -0.8250
81. S 1.7666
82. O -0.7016
83. O -0.7186
84. O -0.8507
85. H 0.3752
86. H 0.3045
87. H 0.3759
88. H 0.3683
89. H 0.4762
90. H 0.5296
91. H 0.4120